No. 1
{"formula": "C4H5F", "method": "ωB97M-V/def2-TZVPD", "orbital_gap_ev": 10.1, "smiles": "C=CC(=C)F", "e_tot_ev": -6944.043, "relative_energy_kcal_mol": 27.06, "fmax_ev_per_a": 4.07, "elements": ["F", "C", "C", "C", "C", "H", "H", "H", "H", "H"], "coordinates": [[-0.4378, 1.5804, -1.7879], [0.1596, -1.5929, -0.9744], [-0.2107, 1.8721, 0.6250], [-0.2742, 1.1325, -0.4886], [0.0074, -0.4013, -0.3070], [-0.3233, 2.9556, 0.6528], [-0.1481, -0.5079, 0.7555], [0.3503, -1.5776, -2.0621], [0.5998, -2.3757, -0.3987], [-0.0107, 1.6280, 1.6667]]}


No. 2
{"formula": "C4H5F3", "method": "ωB97M-V/def2-TZVPD", "orbital_gap_ev": 11.0, "e_tot_ev": -12378.516, "relative_energy_kcal_mol": 48.76, "fmax_ev_per_a": 5.78, "elements": ["F", "F", "F", "C", "C", "C", "C", "H", "H", "H", "H", "H"], "coordinates": [[-0.4907, 1.4222, -0.5607], [3.3497, -0.1772, -0.2563], [-0.9407, 1.0648, 1.6007], [-0.7414, 0.4966, 0.3785], [-1.7495, -0.5135, -0.1732], [1.0907, -0.3562, 0.3294], [2.0278, 0.3523, -0.2630], [2.1978, 1.4676, -0.4195], [-2.5983, -0.0770, -0.6316], [-1.2455, -1.0186, -0.9322], [-2.0299, -1.2890, 0.5237], [1.1300, -1.3720, 0.4041]]}


No. 3
{"formula": "C4H5F3N4NaO14", "method": "ωB97M-V/def2-TZVPD", "orbital_gap_ev": 4.7, "charge": -3, "e_tot_ev": -51407.802, "relative_energy_kcal_mol": 54.51, "fmax_ev_per_a": 4.87, "elements": ["Na", "F", "F", "F", "O", "O", "O", "O", "O", "O", "O", "O", "O", "O", "O", "O", "O", "O", "N", "N", "N", "N", "C", "C", "C", "C", "H", "H", "H", "H", "H"], "coordinates": [[-16.4447, 10.6572, 3.9098], [-19.5538, 6.4732, 6.6663], [-19.3717, 6.7614, 8.7223], [-18.5068, 5.0304, 7.9226], [-17.7077, 7.7413, 1.6349], [-13.1202, 14.0819, 7.2334], [-17.4920, 8.2747, 6.9491], [-18.3855, 13.4928, 2.5939], [-13.5018, 14.9228, 5.3351], [-17.4126, 6.1462, 2.9329], [-14.1648, 12.9923, 5.7594], [-18.9104, 15.3072, 1.5204], [-14.6213, 11.0164, 0.6134], [-16.9101, 6.0447, 0.8391], [-14.2772, 13.0894, 0.5696], [-16.4189, 6.7504, 8.2409], [-17.5059, 15.3922, 2.9937], [-15.0173, 12.0062, -1.1190], [-17.3911, 6.5926, 1.8309], [-13.5980, 13.9820, 6.1077], [-18.3265, 14.6978, 2.4082], [-14.6184, 12.0667, 0.0103], [-18.7692, 6.3258, 7.7000], [-17.4957, 7.1980, 7.5504], [-15.1617, 7.3494, 8.3037], [-14.2412, 6.9433, 7.1522], [-14.5561, 7.3091, 6.1749], [-14.0991, 5.8794, 6.9626], [-14.6512, 7.0138, 9.2064], [-15.2994, 8.4307, 8.2982], [-13.2687, 7.4181, 7.2821]]}


No. 4
{"formula": "C4H5F3NO2", "method": "ωB97M-V/def2-TZVPD", "orbital_gap_ev": 7.9, "charge": -1, "e_tot_ev": -17965.509, "relative_energy_kcal_mol": 14.26, "fmax_ev_per_a": 3.15, "elements": ["F", "F", "F", "O", "O", "N", "C", "C", "C", "C", "H", "H", "H", "H", "H"], "coordinates": [[-0.4355, -1.9949, 1.0317], [1.3620, -0.1634, 1.7967], [-1.0700, -2.5289, -0.9774], [3.2151, -1.5915, 0.0285], [3.4032, 0.3061, -1.0660], [-1.5319, 0.2135, 0.3587], [-0.1752, -1.7046, -0.2970], [2.8952, -0.4350, -0.2534], [-0.4781, -0.2641, -0.4758], [1.6177, 0.2379, 0.5284], [-1.5229, -0.1176, 1.2866], [-0.6920, 0.2149, -1.4857], [1.5634, 1.2819, 0.4007], [0.8420, -2.0626, -0.4942], [-1.4742, 1.2567, 0.6306]]}


No. 5
{"formula": "C4H5FN2", "method": "ωB97M-V/def2-TZVPD", "orbital_gap_ev": 9.0, "smiles": "F[C@H]1CN=CC=N1", "e_tot_ev": -9924.807, "relative_energy_kcal_mol": 46.06, "fmax_ev_per_a": 2.99, "elements": ["F", "N", "N", "C", "C", "C", "C", "H", "H", "H", "H", "H"], "coordinates": [[2.2146, 0.3215, -0.5071], [-1.2149, 0.7209, -0.4578], [0.8071, -1.1675, 0.3860], [-1.3655, -0.5325, -0.5651], [1.1981, 0.2009, 0.4161], [-0.3074, -1.4947, -0.1192], [0.0204, 1.2722, 0.1159], [1.4928, 0.3283, 1.4892], [0.3669, 2.1806, -0.6115], [-0.2521, 1.6995, 1.0449], [-0.7500, -2.5501, -0.0718], [-2.2102, -0.9791, -1.1196]]}


No. 6
{"formula": "C4H5FN2O", "method": "ωB97M-V/def2-TZVPD", "orbital_gap_ev": 8.8, "smiles": "C/N=c1/[nH]cc(F)o1", "e_tot_ev": -11972.841, "relative_energy_kcal_mol": 27.71, "fmax_ev_per_a": 1.96, "elements": ["F", "O", "N", "N", "C", "C", "C", "C", "H", "H", "H", "H", "H"], "coordinates": [[-2.6131, -0.3321, 0.0140], [-0.4327, 0.0433, -0.5402], [1.9165, 0.3214, -0.5384], [0.6053, -0.0936, 1.3978], [0.7966, 0.0964, 0.0371], [-0.7858, -0.2216, 1.6387], [1.9326, 0.3897, -1.9903], [-1.3706, -0.1989, 0.4342], [1.3814, -0.0383, 2.0680], [1.3636, -0.4634, -2.4286], [1.4118, 1.3184, -2.4369], [-1.2477, -0.5451, 2.5780], [2.9813, 0.3828, -2.3181]]}